Here is the ion C11H18N with charge +1 from OMol25. Energies are from ωB97M-V/def2-TZVPD.

* Kohn-Sham gap: 8.53 eV
* multiplicity: 1
* SMILES string: C/[NH+]=C/[C@H]1[C@@]2(C)[C@@H]3C[C@H](C)C[C@@]132
* energy relative to the best compared isomer or geometry (same formula, charge and spin): 3.848 eV
* net charge: +1

Last column: natural (NBO) charge in e.
Positions of all 30 atoms, in Å:
C  0.98  0.76  0.20  -0.197
C  -0.15  -0.18  -0.27  0.021
C  -0.42  -0.90  0.99  -0.310
C  -0.24  0.54  1.07  0.021
C  -0.69  0.19  -1.65  -0.382
C  0.60  -1.88  1.22  0.333
C  -1.27  1.42  1.70  -0.645
C  -0.46  2.50  -2.74  -0.608
C  0.81  1.92  -0.70  -0.433
C  1.22  -4.23  1.81  -0.429
C  0.20  1.38  -1.98  -0.223
N  0.32  -3.14  1.39  -0.422
H  -1.45  -1.26  1.11  0.236
H  -0.57  -0.53  -2.45  0.243
H  1.59  -1.68  1.21  0.209
H  -1.90  1.86  0.98  0.232
H  -0.88  2.34  2.18  0.257
H  -1.93  0.80  2.37  0.237
H  -0.62  2.02  -3.66  0.215
H  0.13  3.45  -2.85  0.231
H  -1.54  2.73  -2.44  0.215
H  0.25  2.67  -0.17  0.218
H  1.75  2.50  -0.88  0.240
H  2.01  0.34  0.27  0.211
H  2.17  -4.09  1.37  0.231
H  1.17  -4.30  2.89  0.233
H  0.90  -5.23  1.50  0.245
H  0.99  0.95  -2.59  0.210
H  -0.60  -3.28  1.66  0.404
H  -1.85  0.48  -1.30  0.209

Here is the molecule C11H18N2O2 from OMol25. Energies are from ωB97M-V/def2-TZVPD.

* Kohn-Sham gap (spin up / spin down): 7.49 / 7.72 eV
* multiplicity: 3
* expectation value of S²: 2.01
* energy relative to the best compared isomer or geometry (same formula, charge and spin): 1.130 eV

Last column: natural (NBO) charge in e.
Positions of all 33 atoms, in Å:
C  -3.04  -0.49  0.44  -0.382
C  -2.08  -1.74  0.36  -0.398
C  -2.23  0.78  0.82  -0.412
C  -0.98  1.90  -1.23  -0.427
C  -0.32  2.26  0.08  -0.416
C  -1.09  -1.44  -0.68  -0.431
C  -1.04  0.98  -0.04  -0.074
C  -0.18  -0.29  -0.12  0.433
C  2.12  -0.58  -0.36  0.654
C  2.71  -1.69  -1.18  -0.659
C  3.16  1.18  1.04  -0.252
N  0.41  -0.80  1.15  -0.191
N  1.59  -1.06  0.99  -0.202
O  0.88  -0.06  -0.96  -0.552
O  3.16  0.26  -0.07  -0.529
H  -3.75  -0.38  -0.38  0.209
H  -3.77  -0.73  1.40  0.194
H  -1.68  -1.98  1.28  0.214
H  -2.70  -2.61  0.11  0.206
H  -2.81  1.69  0.72  0.213
H  -1.83  0.60  1.79  0.214
H  -1.68  2.68  -1.50  0.224
H  -0.38  1.58  -2.12  0.240
H  0.75  2.33  0.31  0.216
H  -0.94  2.87  0.73  0.205
H  -0.59  -2.26  -0.88  0.203
H  -1.65  -1.16  -1.57  0.208
H  2.23  -1.85  -2.12  0.231
H  2.46  -2.66  -0.52  0.238
H  3.79  -1.47  -1.32  0.243
H  4.12  1.02  1.40  0.197
H  2.33  0.92  1.71  0.202
H  3.02  2.18  0.73  0.179

Here is the ion C11H18N3 with charge +1 from OMol25. Energies are from ωB97M-V/def2-TZVPD.

* Kohn-Sham gap (spin up / spin down): 8.33 / 8.33 eV
* multiplicity: 1
* SMILES string: C=[N+]=C1C=CC=N[C@@]1(C)NC(C)(C)C
* energy relative to the best compared isomer or geometry (same formula, charge and spin): 4.111 eV
* net charge: +1

Last column: natural (NBO) charge in e.
Positions of all 32 atoms, in Å:
C  -2.95  1.97  0.03  -0.150
C  -2.67  1.52  -1.27  -0.233
C  -2.09  1.73  1.16  0.044
C  -1.37  0.93  -1.46  0.333
C  0.07  -0.57  -2.47  0.132
C  -0.41  1.13  -0.27  0.170
C  0.11  2.56  -0.61  -0.581
C  1.34  -0.53  1.93  -0.634
C  -0.79  -1.47  0.67  -0.644
C  1.51  -2.17  0.06  -0.620
C  0.66  -1.06  0.57  0.155
N  -0.92  1.20  1.07  -0.348
N  -0.92  0.21  -2.44  -0.393
N  0.66  0.15  -0.35  -0.599
H  -4.04  2.39  0.21  0.265
H  -3.48  1.41  -1.96  0.261
H  -2.47  1.78  2.21  0.232
H  -0.18  -1.73  -2.55  0.245
H  1.10  -0.20  -2.49  0.236
H  0.90  2.79  0.13  0.242
H  -0.62  3.30  -0.57  0.239
H  0.62  2.53  -1.56  0.221
H  1.41  -1.30  2.68  0.226
H  2.39  -0.23  1.63  0.206
H  0.67  0.32  2.39  0.253
H  -1.47  -0.70  0.99  0.231
H  -0.91  -2.20  1.38  0.240
H  -1.21  -2.01  -0.26  0.205
H  1.66  -2.91  0.80  0.244
H  1.08  -2.73  -0.75  0.208
H  2.39  -1.64  -0.20  0.210
H  1.63  0.56  -0.38  0.404

Here is the molecule C11H18N4OS2 from OMol25. Energies are from ωB97M-V/def2-TZVPD.

* Kohn-Sham gap: 8.64 eV
* multiplicity: 1
* SMILES string: CN(C(=O)CSc1nnc(N)s1)C1CCCCC1

Last column: natural (NBO) charge in e.
Positions of all 36 atoms, in Å:
C  3.45  -0.44  0.47  -0.420
N  2.15  -0.90  0.02  -0.430
C  2.06  -2.19  -0.37  0.666
O  3.03  -2.93  -0.36  -0.632
C  0.72  -2.73  -0.84  -0.619
H  0.90  -3.74  -1.22  0.259
H  0.24  -2.13  -1.60  0.275
S  -0.48  -2.93  0.53  0.307
C  -1.78  -1.93  -0.02  -0.141
N  -1.78  -1.22  -1.09  -0.320
N  -2.90  -0.52  -1.28  -0.338
C  -3.78  -0.68  -0.35  0.244
N  -5.01  -0.13  -0.35  -0.803
H  -5.51  -0.08  0.52  0.398
H  -5.17  0.61  -1.01  0.411
S  -3.25  -1.78  0.94  0.300
C  1.07  0.08  0.00  -0.054
C  0.55  0.39  1.42  -0.416
C  -0.04  1.80  1.50  -0.401
C  -0.75  2.15  0.19  -0.407
C  0.26  2.23  -0.96  -0.401
C  1.49  1.37  -0.70  -0.405
H  1.99  1.14  -1.65  0.215
H  2.20  1.92  -0.08  0.197
H  0.57  3.27  -1.11  0.204
H  -0.23  1.90  -1.88  0.211
H  -1.50  1.39  -0.02  0.201
H  -1.27  3.10  0.30  0.209
H  0.75  2.53  1.69  0.192
H  -0.74  1.85  2.33  0.210
H  1.36  0.29  2.14  0.208
H  -0.21  -0.35  1.69  0.210
H  0.25  -0.33  -0.59  0.234
H  3.34  0.23  1.31  0.194
H  4.03  -1.31  0.76  0.247
H  3.98  0.07  -0.34  0.196

Here is a cluster of 2 separate species, C11H18SSi in total from OMol25. Energies are from ωB97M-V/def2-TZVPD.

* Kohn-Sham gap (spin up / spin down): 6.79 / 6.81 eV
* multiplicity: 1
* energy relative to the best compared isomer or geometry (same formula, charge and spin): 3.098 eV

Last column: natural (NBO) charge in e.
Positions of all 31 atoms, in Å:
C  3.87  0.03  -0.14  -0.191
C  3.12  -1.04  -0.38  -0.189
C  -0.99  1.07  -0.14  -0.663
C  1.98  0.23  1.22  -0.368
C  2.04  1.53  -0.76  -0.503
C  2.96  1.10  0.41  -0.262
C  1.69  -0.70  0.03  -0.339
C  1.26  0.30  -1.00  -0.019
C  -2.04  -1.53  -1.31  -1.088
C  -4.07  0.60  -0.22  -1.091
C  -2.17  -0.94  1.78  -1.084
Si  -2.36  -0.21  0.02  1.554
S  -0.87  2.62  0.12  0.131
H  4.91  0.17  -0.34  0.216
H  3.40  -1.97  -0.84  0.214
H  2.45  -0.28  2.05  0.214
H  1.10  0.77  1.55  0.212
H  1.37  2.35  -0.43  0.234
H  2.59  1.89  -1.63  0.223
H  3.44  1.92  0.94  0.220
H  1.03  -1.55  0.19  0.222
H  0.91  0.01  -1.98  0.205
H  -1.08  -2.01  -1.16  0.235
H  -2.80  -2.31  -1.26  0.236
H  -2.06  -1.12  -2.31  0.239
H  -4.86  0.03  0.25  0.237
H  -4.09  1.60  0.21  0.245
H  -4.31  0.70  -1.27  0.238
H  -3.14  -1.07  2.25  0.240
H  -1.68  -1.90  1.75  0.238
H  -1.59  -0.29  2.42  0.244

Here is the ion C11H19BClO2 with charge -1 from OMol25. Energies are from ωB97M-V/def2-TZVPD.

* Kohn-Sham gap: 7.35 eV
* multiplicity: 1
* energy relative to the best compared isomer or geometry (same formula, charge and spin): 4.294 eV
* net charge: -1

Last column: natural (NBO) charge in e.
Positions of all 34 atoms, in Å:
C  -3.14  1.53  0.75  -0.336
C  -2.53  2.24  -0.19  -0.004
C  -1.67  2.91  -1.37  -0.471
C  -0.08  2.61  -1.09  -0.395
C  0.27  1.11  -1.59  -0.439
C  1.50  0.42  -0.78  0.090
O  2.72  1.24  -0.62  -0.750
B  3.50  0.50  0.42  0.617
Cl  5.25  0.00  -0.07  -0.362
O  2.62  -0.56  1.01  -0.740
C  1.31  0.01  0.77  0.084
C  -0.01  -0.79  1.24  -0.431
C  -0.17  -2.29  0.66  -0.221
C  -1.00  -3.13  1.78  -0.630
C  -1.05  -2.28  -0.73  -0.631
H  -3.55  0.69  1.43  0.270
H  -1.87  4.05  -1.46  0.230
H  -1.88  2.45  -2.41  0.232
H  0.59  3.39  -1.64  0.218
H  0.11  2.78  0.04  0.225
H  -0.68  0.46  -1.63  0.210
H  0.64  1.20  -2.70  0.203
H  1.75  -0.48  -1.49  0.158
H  3.61  1.26  1.35  -0.167
H  1.20  1.04  1.30  0.160
H  0.02  -0.86  2.41  0.205
H  -0.92  -0.11  0.99  0.217
H  0.88  -2.74  0.45  0.229
H  -1.63  -2.33  2.36  0.196
H  -0.33  -3.63  2.58  0.216
H  -1.75  -3.86  1.29  0.197
H  -1.29  -3.37  -1.01  0.198
H  -0.44  -1.71  -1.53  0.223
H  -2.07  -1.76  -0.48  0.199

Here is a cluster of 3 separate species, C11H19Br4O4PS in total from OMol25. Energies are from ωB97M-V/def2-TZVPD.

* Kohn-Sham gap: 2.57 eV
* multiplicity: 1
* net charge: -2

Last column: natural (NBO) charge in e.
Positions of all 40 atoms, in Å:
C  1.54  0.67  -0.50  -0.607
C  1.80  -0.51  -1.46  -0.519
C  0.60  -1.38  -1.71  0.822
O  0.49  -2.43  -1.15  -0.588
O  -0.29  -0.96  -2.62  -0.549
C  -1.07  0.24  -2.27  -0.069
C  -1.95  0.12  -1.04  -0.468
C  -3.41  -0.15  -1.39  -0.825
P  -4.19  -0.87  0.01  0.955
S  -3.83  -0.27  1.91  -0.906
C  -4.14  1.14  -1.71  0.740
O  -5.05  1.53  -0.91  -0.824
O  -3.78  1.74  -2.76  -0.842
H  1.50  1.61  -1.05  0.204
H  0.62  0.56  0.07  0.242
H  2.39  0.77  0.18  0.193
H  2.54  -1.16  -1.00  0.211
H  2.25  -0.14  -2.39  0.205
H  -0.38  1.08  -2.17  0.138
H  -1.69  0.44  -3.13  0.242
H  -1.58  -0.65  -0.35  0.205
H  -1.84  1.06  -0.48  0.181
H  -3.90  -2.25  -0.03  -0.097
H  -5.57  -0.83  -0.19  -0.037
Br  -1.16  1.08  4.88  -0.012
C  -1.98  2.85  4.89  -0.441
C  -3.05  3.00  3.84  -0.484
Br  -2.32  3.19  2.07  0.035
H  -1.17  3.56  4.76  0.214
H  -2.40  2.96  5.89  0.205
H  -3.62  3.90  4.04  0.209
H  -3.72  2.14  3.80  0.265
Br  5.20  -1.94  -2.90  0.008
C  6.48  -2.67  -1.64  -0.456
C  5.81  -3.09  -0.36  -0.455
Br  5.34  -1.57  0.75  0.001
H  7.23  -1.91  -1.47  0.224
H  6.93  -3.53  -2.13  0.219
H  6.48  -3.70  0.25  0.219
H  4.89  -3.64  -0.54  0.241

Here is a structure of composition C11H19CaNO from OMol25. Energies are from ωB97M-V/def2-TZVPD.

* Kohn-Sham gap (spin up / spin down): 6.33 / 2.02 eV
* multiplicity: 1
* energy relative to the best compared isomer or geometry (same formula, charge and spin): 1.869 eV
* net charge: -2

Last column: natural (NBO) charge in e.
Positions of all 33 atoms, in Å:
C  -0.85  1.10  -3.18  -0.390
C  0.54  0.91  -3.46  -0.425
C  1.29  1.69  -2.52  -0.491
C  0.35  2.39  -1.69  -0.415
C  -0.96  2.02  -2.11  -0.353
Ca  0.33  -0.04  -1.12  1.104
N  -1.66  -0.77  -0.55  -1.070
C  0.01  -2.55  -1.30  -0.347
C  1.02  -2.10  -2.10  -0.728
H  2.39  1.70  -2.41  0.218
H  0.97  0.20  -4.19  0.204
H  0.61  3.02  -0.81  0.213
H  -1.91  2.32  -1.60  0.211
H  -1.68  0.57  -3.68  0.203
H  0.88  -1.95  -3.17  0.202
H  -0.94  -2.89  -1.72  0.206
H  -2.60  -1.17  -0.14  0.258
H  1.98  -1.78  -1.67  0.198
H  0.16  -2.72  -0.24  0.211
C  1.26  -0.73  2.79  -0.672
C  0.00  0.00  2.31  0.245
C  -1.26  -0.73  2.78  -0.637
C  0.00  1.46  2.79  -0.632
O  0.10  0.05  0.96  -1.028
H  1.25  -0.72  3.88  0.160
H  2.15  -0.20  2.40  0.208
H  1.25  -1.76  2.40  0.196
H  -1.25  -0.72  3.88  0.167
H  -2.15  -0.20  2.39  0.209
H  -1.25  -1.76  2.40  0.205
H  0.90  1.96  2.40  0.208
H  -0.90  1.96  2.40  0.201
H  0.00  1.44  3.88  0.161